This record from the Open Molecules 2025 dataset describes a gas-phase ion, C2HN2O3 (charge -1). The level of theory is wB97M-V/def2-TZVPD.

Values from the calculation:
SMILES string = N#COC(=O)O[NH-]
gap between HOMO and LUMO = 0.2281 hartree
net charge = -1
2S+1 = 1
energy above the lowest of the compared OMol25 structures with the same formula, charge and spin = 103.23 kcal per mole

```
8
Properties=species:S:1:pos:R:3:mulliken_charge:R:1
C 0.398 0.636 1.246 0.390
C 0.304 0.353 -0.945 0.743
N 0.759 0.175 2.217 -0.395
N -1.119 -1.459 -0.230 -0.621
O 0.356 1.103 0.064 -0.266
O 0.923 0.866 -1.896 -0.724
O -0.481 -0.629 -1.139 -0.162
H -1.140 -1.044 0.683 0.034
```



This record from the Open Molecules 2025 dataset describes a molecular structure, C13H48BaO13. The level of theory is wB97M-V/def2-TZVPD.

Values from the calculation:
gap between HOMO and LUMO = 0.2711 hartree
net charge = 0
2S+1 = 1
energy above the lowest of the compared OMol25 structures with the same formula, charge and spin = 0.00 kcal per mole

```
75
Properties=species:S:1:pos:R:3:mulliken_charge:R:1
Ba -0.941 2.324 -2.989 1.876
O -1.469 1.746 -0.340 -0.942
C -0.248 1.171 0.059 -0.198
C 0.356 0.047 -0.767 1.714
O 0.755 0.336 -2.083 -1.513
H -0.297 0.792 1.094 -0.259
H 0.515 1.981 0.104 0.017
H -0.373 -0.791 -0.747 -0.391
H 1.197 -0.322 -0.144 -0.146
C -2.018 -2.795 1.434 0.163
O -2.798 -3.976 1.613 -0.599
H -1.680 -2.446 2.409 0.185
H -1.134 -2.985 0.820 -0.217
H -2.637 -2.002 1.000 0.185
H -2.691 -4.544 0.847 0.310
C -4.850 1.132 0.244 -0.519
O -3.970 0.492 -0.667 -0.567
H -4.686 2.213 0.267 0.237
H -5.872 0.938 -0.080 0.304
H -4.735 0.735 1.256 0.129
H -3.089 0.891 -0.554 0.430
C 2.505 3.652 2.022 -0.025
O 2.563 4.282 3.303 -0.560
H 3.129 2.768 2.088 0.134
H 1.486 3.375 1.737 -0.138
H 2.853 4.376 1.278 0.301
H 1.961 5.030 3.310 0.306
C 3.914 1.729 -0.990 -0.191
O 2.991 2.157 -1.969 -0.597
H 3.426 1.551 -0.025 -0.093
H 4.443 0.822 -1.309 0.220
H 4.674 2.503 -0.879 0.323
H 2.310 1.462 -2.035 0.336
C 1.951 -0.692 2.697 0.013
O 3.095 -1.466 2.314 -0.511
H 1.041 -1.156 2.327 -0.159
H 1.909 -0.573 3.782 0.413
H 2.048 0.317 2.285 -0.023
H 3.839 -0.884 2.143 0.277
C 1.780 -4.083 0.844 -0.142
O 3.029 -4.113 1.513 -0.619
H 0.981 -4.365 1.540 0.313
H 1.565 -3.031 0.583 -0.318
H 1.785 -4.658 -0.077 0.368
H 3.110 -3.243 1.927 0.449
C -1.373 4.819 1.296 -0.488
O -2.445 4.129 0.692 -0.580
H -1.796 5.509 2.023 0.355
H -0.722 4.120 1.836 0.059
H -0.765 5.365 0.563 0.235
H -2.098 3.276 0.365 0.348
C -2.746 -0.636 -4.851 -0.737
O -1.700 -0.123 -4.022 -0.291
H -2.363 -0.926 -5.833 0.276
H -3.222 -1.503 -4.391 0.246
H -3.504 0.133 -4.999 0.259
H -1.156 -0.903 -3.701 0.414
C 3.170 -2.094 -1.907 -0.080
O 3.097 -1.100 -2.920 -0.640
H 3.847 -2.874 -2.242 0.445
H 3.627 -1.669 -1.002 0.119
H 2.171 -2.458 -1.666 -0.216
H 2.404 -0.477 -2.651 0.320
C -0.606 -3.030 -2.458 -0.455
O -0.064 -2.044 -3.328 -0.678
H -1.346 -2.609 -1.761 0.198
H -1.164 -3.747 -3.062 0.376
H 0.175 -3.539 -1.892 0.122
H 0.439 -1.360 -2.824 0.198
C -2.255 0.265 3.180 -0.056
O -2.428 1.564 2.681 -0.469
H -1.983 0.278 4.236 0.335
H -3.187 -0.312 3.098 0.272
H -1.475 -0.266 2.624 -0.311
H -2.253 1.514 1.731 0.152
```



This record from the Open Molecules 2025 dataset describes 2 unconnected molecules or ions with the total composition C2H4BCl3NO3. The level of theory is wB97M-V/def2-TZVPD.

Values from the calculation:
gap between HOMO and LUMO = 0.2325 hartree
net charge = -1
2S+1 = 1

```
14
Properties=species:S:1:pos:R:3:mulliken_charge:R:1
N 1.170 -2.301 1.292 -0.676
B 0.035 -1.248 1.249 0.500
O 0.496 0.169 1.258 -0.549
C -1.531 -1.750 1.238 0.413
O -2.071 -2.319 0.127 -0.649
O -2.341 -1.592 2.490 -0.717
H 1.818 -1.904 2.037 0.243
H 1.714 -2.169 0.402 0.232
H -0.085 0.748 0.683 0.219
C 0.162 2.589 -2.139 0.053
Cl -0.321 2.267 -3.814 -0.130
Cl -1.012 1.893 -1.009 -0.119
Cl 1.783 1.947 -1.825 -0.117
H 0.184 3.671 -1.989 0.298
```



This record from the Open Molecules 2025 dataset describes a molecular structure, C8H4BrMnO3Se4. The level of theory is wB97M-V/def2-TZVPD.

Values from the calculation:
gap between HOMO and LUMO (alpha / beta) = 0.2329 / 0.2017 hartree
net charge = 0
2S+1 = 5
expectation value of S² = 6.087

```
21
Properties=species:S:1:pos:R:3:mulliken_spin:R:1
Mn -8.279 9.054 6.609 3.263
Se -9.402 10.769 5.277 0.023
Se -11.477 10.555 6.194 0.101
Se -12.132 8.530 7.378 0.323
Se -10.022 7.923 8.060 0.387
Br -6.226 2.484 3.675 0.000
C -6.955 4.189 4.067 0.000
C -7.872 4.784 3.174 0.001
C -8.469 5.942 3.682 0.015
C -8.288 6.442 4.983 0.015
C -7.324 5.855 5.820 0.013
C -6.722 4.696 5.332 0.001
C -6.902 6.401 7.167 -0.017
O -6.383 5.602 7.967 0.011
O -7.249 7.621 7.535 0.001
H -8.126 4.309 2.228 0.000
H -9.184 6.445 2.993 0.001
H -8.932 7.257 5.327 -0.031
H -6.057 4.052 5.967 0.000
O -6.268 10.529 4.824 -0.023
C -6.747 9.826 5.606 -0.084
```



This record from the Open Molecules 2025 dataset describes a molecular structure, C5H14IN2O. The level of theory is wB97M-V/def2-TZVPD.

Values from the calculation:
gap between HOMO and LUMO = 0.3212 hartree
net charge = +1
2S+1 = 1
energy above the lowest of the compared OMol25 structures with the same formula, charge and spin = 29.90 kcal per mole

```
23
Properties=species:S:1:pos:R:3:mulliken_charge:R:1
C 1.366 0.904 1.719 -1.007
C -2.463 -0.789 0.410 -1.384
C 0.037 0.775 1.017 -0.464
C -1.296 -0.538 -0.535 -0.424
C 1.169 -0.528 -0.782 -0.065
N 0.826 1.060 -1.670 -0.712
N 0.027 -0.439 0.188 0.019
O 0.920 -1.429 -1.711 -0.413
I 2.393 2.394 -1.790 0.201
H 2.162 0.896 0.978 0.192
H 1.345 1.777 2.243 0.423
H 1.320 -0.055 2.311 0.312
H -3.240 -1.433 0.045 0.396
H -2.204 -1.244 1.332 0.411
H -3.039 0.063 0.458 0.413
H -0.198 1.670 0.432 0.410
H -0.871 0.759 1.727 0.395
H -1.306 0.418 -1.252 0.420
H -1.198 -1.314 -1.274 0.459
H 2.214 -0.247 -0.453 0.336
H 0.575 0.696 -2.671 0.311
H -0.026 -1.187 0.824 0.382
H 1.489 -2.209 -1.546 0.390
```



This record from the Open Molecules 2025 dataset describes 2 unconnected molecules or ions with the total composition C4H5ClN2OS. The level of theory is wB97M-V/def2-TZVPD.

Values from the calculation:
SMILES string = C=C(C)C(=O)Cl.N#[N+][S-]
gap between HOMO and LUMO = 0.3531 hartree
net charge = 0
2S+1 = 1
energy above the lowest of the compared OMol25 structures with the same formula, charge and spin = 9.46 kcal per mole

```
14
Properties=species:S:1:pos:R:3:mulliken_charge:R:1
C -1.300 -0.513 -0.181 0.434
C 0.586 -1.820 0.883 -1.008
C 0.150 -0.841 0.040 0.749
C 1.061 -0.268 -0.967 -1.197
N -0.791 2.208 1.473 -0.204
N -0.628 2.986 0.661 0.302
O -1.767 0.449 -0.766 -0.468
S -0.427 4.050 -0.402 -0.098
Cl -2.380 -1.843 0.186 -0.199
H -0.037 -2.167 1.628 0.358
H 1.628 -1.916 1.026 0.338
H 1.814 -1.035 -1.159 0.383
H 1.582 0.533 -0.530 0.314
H 0.507 0.177 -1.891 0.296
```



This record from the Open Molecules 2025 dataset describes 2 unconnected molecules or ions with the total composition C5H11NO. The level of theory is wB97M-V/def2-TZVPD.

Values from the calculation:
SMILES string = C=CC(=C)NC.O
gap between HOMO and LUMO = 0.3186 hartree
net charge = 0
2S+1 = 1
energy above the lowest of the compared OMol25 structures with the same formula, charge and spin = 78.82 kcal per mole

```
18
Properties=species:S:1:pos:R:3:mulliken_charge:R:1
C 0.959 -1.787 -1.259 -0.862
N 0.220 -0.539 -1.216 -0.192
C -0.433 -0.011 -0.117 0.541
C -0.672 -0.919 0.893 -0.966
C -1.954 1.730 -0.675 -0.877
C -0.818 1.364 -0.047 -0.164
H 0.315 -2.684 -0.979 0.220
H 1.443 -1.960 -2.270 0.281
H 1.715 -1.598 -0.466 0.336
H 0.039 0.018 -2.098 0.289
H -0.494 -1.983 0.703 0.129
H -1.073 -0.750 1.846 0.334
H -2.561 1.119 -1.305 0.290
H -2.262 2.633 -0.622 0.407
H -0.328 2.146 0.500 0.241
H 1.640 1.234 3.005 0.319
H 1.927 1.105 1.649 0.304
O 2.340 0.882 2.457 -0.630
```



Number 1: electronic energy -411.9259 a.u., largest force on an atom 8.88 eV/A. Number 2: electronic energy -1527.5609 a.u., largest force on an atom 2.71 eV/A. Number 3: electronic energy -1764.5583 a.u., largest force on an atom 7.55 eV/A. Number 4: electronic energy -13863.7077 a.u., largest force on an atom 3.65 eV/A. Number 5: electronic energy -680.9817 a.u., largest force on an atom 6.40 eV/A. Number 6: electronic energy -1198.4866 a.u., largest force on an atom 5.08 eV/A. Number 7: electronic energy -327.0057 a.u., largest force on an atom 6.63 eV/A.